85
Properties=species:S:1:pos:R:3 method="wB97M-V/def2-TZVPD" total_charge=-1 homo_energy_ev="-2.20 / -4.07" spin_multiplicity=2 energy_ev=-60734.7946 homo_lumo_gap_ev="2.993 / 4.778"
O 3.624 -3.808 -1.632
O -1.634 -1.632 3.672
O 0.150 -0.706 5.460
O 2.356 0.616 -4.668
O -1.292 6.473 -0.970
O -1.692 3.826 0.304
O 1.227 4.854 -1.419
O 1.320 3.553 -3.928
O 1.310 -1.329 2.514
O -5.197 0.300 5.163
O -1.753 -3.157 -2.938
O -1.465 1.980 2.322
O -0.756 -1.452 -0.825
O -0.320 -3.683 1.533
O 0.128 0.857 -2.676
N 1.658 -3.125 -2.282
N -4.077 2.127 5.592
N 4.221 -0.483 -5.124
N -3.037 0.564 4.586
N 2.008 -5.227 -1.950
N 0.219 0.809 7.038
N 3.393 -0.389 -3.013
N 0.315 1.445 4.985
C -1.297 1.639 1.103
C 2.513 -4.033 -1.954
C 2.586 -1.014 1.986
C -1.323 2.740 -0.071
C -1.149 0.193 0.662
C -2.246 -2.750 -4.173
C -0.744 -0.159 -0.599
C -0.888 2.309 -1.330
C 2.824 0.475 2.418
C -0.531 1.025 -1.572
C 3.358 -0.039 -4.275
C 0.201 0.435 5.772
C 2.584 -1.185 0.493
C -4.216 0.963 5.066
C -1.495 -1.497 -4.794
C -3.744 -2.490 -4.006
Li 0.019 5.412 0.006
Li 0.647 1.701 -4.433
Li -2.537 3.554 2.079
Li 1.430 3.061 -2.030
H 3.736 0.721 1.875
H 0.216 1.264 3.996
H -1.267 6.880 -1.837
H -1.438 -0.544 1.396
H -2.159 -3.544 -4.914
H 2.152 -2.123 0.142
H -0.668 3.144 -1.978
H -4.158 -2.284 -4.993
H -1.374 -0.733 -4.026
H -3.367 2.801 5.343
H 0.009 1.753 7.330
H 0.335 -3.065 1.859
H 1.991 1.054 2.018
H 4.005 -0.320 -6.097
H 2.488 -0.239 -2.589
H 2.522 -6.057 -1.692
H 2.862 0.735 3.476
H 1.914 5.494 -1.691
H 0.680 -3.237 -2.510
H 5.003 -1.067 -4.862
H 2.050 -0.422 -0.074
H 3.579 -1.253 0.055
H 0.705 -0.884 1.915
H -1.588 -2.493 -2.265
H 0.999 -5.265 -1.946
H 3.432 -1.604 2.339
H -4.887 2.294 6.173
H 0.003 2.350 5.306
H -2.984 -0.399 4.288
H -2.224 6.380 -0.775
H -0.574 -1.696 -5.343
H 0.665 3.714 -4.634
H -0.541 -3.358 0.660
H -4.331 -3.296 -3.566
H 2.052 -2.202 -2.163
H -1.389 -1.652 2.747
H 4.156 -0.968 -2.694
H -0.057 0.088 7.689
H -2.254 1.198 4.653
H -0.873 -1.255 4.114
H -2.224 -1.038 -5.461
H -3.894 -1.628 -3.355


66
Properties=species:S:1:pos:R:3 method="wB97M-V/def2-TZVPD" smiles=CC#N.CC#N.CCO.CCO.CCO.CCO.CCO.CCO homo_energy_ev=-8.77 de_lowest_kj_mol=588.8 energy_ev=-32528.5696 homo_lumo_gap_ev=8.619
O -21.324 -84.435 -52.633
O -25.733 -79.577 -55.879
O -23.404 -79.955 -51.512
O -25.132 -86.830 -56.521
O -26.657 -81.753 -60.523
O -26.786 -81.328 -57.869
N -20.181 -82.529 -56.883
N -23.463 -81.185 -57.597
C -25.393 -85.351 -54.747
C -21.088 -79.710 -52.294
C -27.232 -80.503 -54.508
C -25.344 -81.500 -60.571
C -26.588 -82.680 -57.626
C -19.864 -84.708 -54.503
C -20.357 -83.707 -53.349
C -22.373 -79.040 -51.751
C -26.182 -79.549 -54.563
C -20.256 -79.900 -56.248
C -24.933 -81.571 -62.079
C -20.219 -81.357 -56.622
C -28.029 -83.262 -57.642
C -23.562 -82.004 -55.165
C -23.489 -81.559 -56.547
C -24.767 -85.592 -56.240
H -24.224 -79.298 -51.148
H -28.128 -80.513 -55.189
H -28.538 -83.489 -58.631
H -26.985 -81.526 -59.583
H -26.089 -82.750 -56.661
H -20.574 -85.036 -55.152
H -23.094 -81.312 -54.357
H -20.613 -82.804 -53.816
H -22.097 -78.602 -50.876
H -26.614 -78.637 -54.349
H -24.794 -82.087 -59.873
H -19.900 -79.725 -55.251
H -21.913 -83.775 -52.058
H -26.891 -81.494 -54.583
H -25.933 -82.896 -58.322
H -22.985 -83.079 -55.056
H -18.985 -84.186 -55.067
H -21.580 -80.043 -53.156
H -28.746 -82.808 -57.027
H -22.889 -78.330 -52.365
H -25.049 -82.651 -62.326
H -20.742 -80.486 -51.643
H -24.961 -84.378 -54.539
H -19.526 -79.474 -56.930
H -19.655 -85.719 -53.979
H -28.028 -84.170 -57.005
H -25.632 -80.967 -62.548
H -23.889 -81.052 -62.312
H -26.441 -80.722 -57.238
H -24.603 -82.077 -54.722
H -23.727 -85.442 -55.990
H -24.631 -87.520 -56.167
H -25.453 -79.783 -53.868
H -21.369 -79.344 -56.497
H -20.340 -79.073 -52.142
H -19.334 -83.545 -52.823
H -25.303 -80.565 -60.196
H -25.334 -86.141 -53.920
H -25.204 -84.881 -56.896
H -27.724 -80.529 -53.532
H -24.856 -79.131 -55.877
H -26.349 -85.424 -54.911


63
Properties=species:S:1:pos:R:3 method="wB97M-V/def2-TZVPD" total_charge=+1 homo_energy_ev=-9.93 de_lowest_kj_mol=34.9 energy_ev=-46637.1194 homo_lumo_gap_ev=7.829
P -2.477 2.681 -5.414
P -0.278 2.207 -5.447
P 0.101 -1.009 0.842
N 0.594 3.456 -4.967
C 2.962 2.628 1.663
C -1.975 -3.751 -0.363
C 1.346 2.685 -1.493
C 2.142 0.368 2.527
C -0.288 -0.910 4.916
C -1.691 -4.799 0.707
C -0.731 -3.111 -0.990
C -0.909 0.224 4.108
C 1.718 -0.763 1.573
C -1.223 -1.308 2.005
C 0.354 0.342 -1.665
C -0.449 0.196 -0.364
C -1.779 -0.216 2.930
C 1.625 1.187 -1.571
C 0.355 -2.564 -0.054
C 1.770 1.814 2.165
H -0.249 -3.870 -1.610
H -2.648 -2.985 0.030
H 3.685 2.774 2.465
H -1.052 -1.490 5.435
H -0.097 1.086 -4.581
H 0.393 -0.508 5.666
H 0.657 -3.319 0.676
H -0.982 -2.208 2.574
H 0.865 3.040 -2.407
H 0.609 -0.648 -2.054
H -2.624 -5.151 1.146
H -2.065 -1.588 1.367
H -1.176 -5.661 0.283
H -1.052 -2.325 -1.680
H 1.900 -1.701 2.112
H -3.885 3.024 -5.383
H 2.231 0.875 -0.716
H 1.384 2.318 3.053
H -2.508 2.525 -6.845
H 0.702 2.939 -0.646
H 3.227 0.298 2.623
H 0.965 1.843 1.429
H -1.457 -0.140 -0.637
H -2.693 1.563 -4.532
H 1.270 3.739 -5.654
H -2.717 -0.605 3.335
H -0.133 0.901 3.748
H -0.605 1.169 0.108
H 0.131 1.781 -6.741
H 2.641 3.612 1.323
H 2.277 3.237 -1.378
H 1.772 0.134 3.526
H -0.300 0.793 -2.411
H 2.235 1.000 -2.458
H -1.081 -4.411 1.524
H -2.537 -4.227 -1.169
H -2.114 3.991 -4.953
H 1.248 -2.390 -0.662
H 0.294 -1.597 4.296
H -1.525 0.829 4.775
H -2.051 0.662 2.338
H 2.427 -0.796 0.740
H 3.473 2.131 0.836


Number 1: F_max 8.62 eV/A. Number 2: F_max 5.98 eV/A. Number 3: F_max 2.40 eV/A.